ORCA calculation (ωB97M-V/def2-TZVPD) on 2 unconnected molecules or ions with the total composition C31H36N2O4 at a distorted geometry.

```
73
Properties=species:S:1:pos:R:3
C 6.72 3.40 0.42
C 5.56 2.44 0.61
N 4.89 2.10 -0.65
C 3.70 1.38 -0.53
C 3.56 0.08 -1.09
C 2.38 -0.62 -0.91
C 1.25 -0.01 -0.29
C -0.02 -0.68 -0.23
C -1.26 -0.04 -0.52
C -1.35 1.27 -1.08
C -2.58 1.88 -1.30
C -3.77 1.26 -0.86
N -5.02 1.91 -0.85
C -5.46 2.36 0.48
C -6.92 2.80 0.47
O -7.24 3.63 -0.65
C -6.86 3.07 -1.90
C -5.35 2.80 -1.95
C -3.70 -0.07 -0.37
C -2.49 -0.73 -0.33
C 1.40 1.30 0.23
C 2.62 1.96 0.16
C 5.75 1.83 -1.80
C 6.80 2.93 -1.91
O 7.55 3.05 -0.70
H 6.33 4.42 0.31
H 7.40 3.33 1.28
H 5.95 1.51 1.10
H 4.81 2.89 1.28
H 4.38 -0.37 -1.64
H 2.26 -1.63 -1.33
H -0.02 -1.77 -0.21
H -0.43 1.79 -1.36
H -2.62 2.87 -1.77
H -5.32 1.53 1.18
H -4.84 3.22 0.82
H -7.56 1.90 0.49
H -7.12 3.43 1.35
H -7.40 2.12 -2.10
H -7.14 3.84 -2.64
H -4.80 3.76 -1.89
H -5.10 2.30 -2.90
H -4.63 -0.57 -0.08
H -2.46 -1.81 -0.17
H 0.54 1.80 0.67
H 2.73 2.97 0.57
H 6.25 0.85 -1.70
H 5.13 1.82 -2.71
H 7.55 2.66 -2.67
H 6.30 3.88 -2.18
C -4.16 -3.65 3.01
C -3.32 -3.52 1.78
O -1.96 -3.26 2.21
C -1.04 -3.33 1.20
C 0.25 -2.79 1.59
C 1.42 -3.45 1.17
C 1.54 -3.99 -0.14
C 2.76 -4.49 -0.60
C 3.86 -4.56 0.26
C 3.74 -4.11 1.59
C 2.55 -3.55 2.04
O -1.34 -3.74 0.07
H -5.21 -3.63 2.72
H -3.98 -4.61 3.51
H -3.98 -2.84 3.73
H -3.35 -4.43 1.17
H -3.66 -2.66 1.18
H 0.26 -2.14 2.47
H 0.65 -4.03 -0.77
H 2.84 -4.85 -1.63
H 4.81 -4.96 -0.10
H 4.58 -4.23 2.28
H 2.43 -3.25 3.09
```

Properties
HOMO energy = -6.17 eV
LUMO level = -1.67 eV
Net charge = 0
ΔE to the lowest compared entry with this formula, charge and spin = 3.566 eV
M = 500.64 g/mol

***

ORCA calculation (ωB97M-V/def2-TZVPD) on a single C31H36N2O6S molecule at a distorted geometry.

```
76
Properties=species:S:1:pos:R:3
C 1.58 2.05 1.05
C 0.42 1.38 1.77
O -0.82 1.44 1.07
C -0.89 0.73 -0.13
O -0.42 -0.59 -0.01
C -1.26 -1.46 0.65
C -0.55 -2.66 1.22
O -0.69 -2.95 2.40
N 0.24 -3.37 0.39
C 0.47 -3.12 -1.01
C 1.86 -2.51 -1.20
N 2.85 -3.41 -0.65
C 4.22 -2.99 -0.94
C 4.59 -1.63 -0.40
C 5.07 -1.50 0.90
C 5.34 -0.26 1.46
C 5.11 0.85 0.68
C 4.63 0.73 -0.62
C 4.37 -0.50 -1.18
O 4.50 1.97 -1.17
C 4.94 2.88 -0.19
O 5.29 2.18 0.98
C 2.61 -3.66 0.76
C 1.22 -4.28 0.93
C -2.55 -1.23 0.87
C -3.23 0.02 0.41
C -3.58 0.90 1.59
C -3.09 0.76 2.84
S -3.67 1.94 3.96
C -4.63 2.68 2.72
C -5.45 3.79 2.85
C -6.15 4.23 1.75
C -6.03 3.57 0.52
C -5.21 2.47 0.39
C -4.49 2.01 1.49
C -2.35 0.77 -0.61
C -2.47 0.16 -2.01
C -1.98 1.08 -3.12
C -1.80 0.30 -4.43
O -0.83 -0.72 -4.32
H 2.43 2.10 1.72
H 1.86 1.49 0.16
H 1.30 3.06 0.75
H 0.21 1.89 2.71
H 0.67 0.33 1.99
H -0.22 1.17 -0.88
H 0.42 -4.07 -1.54
H -0.30 -2.45 -1.42
H 1.87 -1.52 -0.71
H 2.06 -2.38 -2.27
H 4.88 -3.76 -0.53
H 4.33 -3.00 -2.03
H 5.25 -2.39 1.49
H 5.72 -0.16 2.47
H 4.01 -0.57 -2.19
H 5.83 3.43 -0.56
H 4.14 3.60 0.04
H 2.65 -2.73 1.36
H 3.37 -4.35 1.13
H 1.17 -5.23 0.39
H 1.00 -4.44 1.99
H -3.12 -1.95 1.43
H -4.17 -0.25 -0.08
H -2.41 0.01 3.19
H -5.54 4.29 3.81
H -6.80 5.09 1.83
H -6.60 3.93 -0.33
H -5.13 1.97 -0.56
H -2.65 1.83 -0.63
H -3.52 -0.09 -2.20
H -1.91 -0.77 -2.04
H -2.68 1.89 -3.29
H -1.02 1.52 -2.85
H -1.53 0.99 -5.24
H -2.73 -0.21 -4.70
H 0.00 -0.32 -4.04
```

Properties
HOMO energy = -7.95 eV
LUMO level = 0.44 eV
Net charge = 0
ΔE to the lowest compared entry with this formula, charge and spin = 0.000 eV
M = 564.70 g/mol
SMILES string = CCO[C@H]1OC(C(=O)N2CCN(Cc3ccc4c(c3)OCO4)CC2)=C[C@@H](c2csc3ccccc23)[C@@H]1CCCO

***

ORCA calculation (ωB97M-V/def2-TZVPD) on a molecular structure, C31H36NO7SSiTi.

```
78
Properties=species:S:1:pos:R:3
Ti -0.51 -0.16 -0.48
O -3.97 -2.14 -0.60
C -3.27 -1.19 -0.88
O -2.41 -0.63 -0.08
C -3.38 -0.52 -2.25
C -3.07 0.97 -2.13
C -3.42 1.75 -3.39
C -2.29 1.31 -4.36
C -1.51 0.34 -3.49
O -1.61 0.96 -2.18
C -2.28 -0.97 -3.28
C -1.30 -2.05 -2.80
O -1.18 -3.09 -3.43
O -0.57 -1.69 -1.80
H -4.37 -0.70 -2.65
H -3.38 1.42 -1.19
H -4.42 1.49 -3.75
H -3.38 2.82 -3.21
H -2.65 0.83 -5.27
H -1.67 2.16 -4.65
H -0.45 0.22 -3.73
H -2.73 -1.32 -4.20
C -0.25 -1.33 4.22
Si -1.03 -1.05 2.53
C -2.81 -0.56 2.90
C -0.92 -2.70 1.64
N -0.25 0.16 1.53
C 0.26 1.36 1.96
C 0.68 1.67 3.27
C 1.23 2.90 3.59
C 1.39 3.89 2.63
C 0.95 3.64 1.33
C 0.39 2.41 1.04
O -0.12 2.08 -0.22
C 0.00 3.00 -1.25
C 0.98 2.78 -2.21
C 1.05 3.65 -3.29
C 0.16 4.71 -3.40
C -0.80 4.92 -2.42
C -0.89 4.05 -1.34
H -0.64 -2.29 4.58
H -0.53 -0.57 4.96
H 0.83 -1.41 4.18
H -3.08 -0.80 3.93
H -3.50 -1.05 2.22
H -2.93 0.52 2.76
H -1.91 -3.12 1.48
H -0.31 -3.39 2.24
H -0.44 -2.67 0.66
H 0.60 0.91 4.03
H 1.56 3.08 4.61
H 1.83 4.84 2.87
H 1.05 4.39 0.56
H 1.63 1.92 -2.10
H 1.80 3.49 -4.06
H 0.22 5.39 -4.25
H -1.50 5.75 -2.50
H -1.64 4.18 -0.56
C 2.96 -5.53 2.98
C 2.94 -4.23 2.23
C 2.74 -4.16 0.86
C 2.67 -2.97 0.16
C 2.82 -1.73 0.88
C 2.99 -1.79 2.29
C 3.07 -3.00 2.93
S 2.73 -0.24 0.15
C 3.88 -0.30 -1.25
O 1.45 -0.16 -0.84
H 3.08 -6.37 2.30
H 2.04 -5.70 3.55
H 3.78 -5.57 3.70
H 2.60 -5.09 0.30
H 2.43 -2.96 -0.89
H 3.08 -0.87 2.86
H 3.20 -3.01 4.01
H 3.57 -1.10 -1.92
H 4.88 -0.48 -0.86
H 3.84 0.66 -1.76
```

Properties
2S+1 = 3
HOMO energy (alpha / beta) = -1.74 / -4.81 eV
LUMO level (alpha / beta) = 2.26 / 2.26 eV
Net charge = -1
M = 642.65 g/mol

***

ORCA calculation (ωB97M-V/def2-TZVPD) on 6 unconnected molecules or ions with the total composition C31H36O2P.

```
70
Properties=species:S:1:pos:R:3
O -2.78 -3.50 -3.16
O -1.57 -3.68 -2.41
C -0.46 -3.69 -3.26
P 0.62 -2.26 -2.84
H -2.86 -4.33 -3.67
H -0.73 -3.60 -4.31
H 0.14 -4.59 -3.09
H 1.88 -2.49 -3.37
H 0.15 -1.09 -3.43
H 0.69 -2.04 -1.47
C -1.64 -3.34 3.37
C -2.49 -4.38 3.03
C -2.72 -4.70 1.70
C -2.09 -3.97 0.70
C -1.25 -2.93 1.04
C -1.02 -2.61 2.37
H -1.46 -3.10 4.41
H -2.98 -4.95 3.81
H -3.39 -5.51 1.44
H -2.26 -4.20 -0.34
H -0.76 -2.35 0.26
H -0.34 -1.80 2.62
C 1.27 2.15 2.66
C 0.39 1.11 2.37
C 0.13 0.77 1.05
C 0.75 1.46 0.02
C 1.63 2.50 0.31
C 1.88 2.84 1.63
H 1.46 2.43 3.69
H -0.09 0.58 3.18
H -0.56 -0.03 0.83
H 0.54 1.20 -1.01
H 2.11 3.04 -0.49
H 2.56 3.66 1.85
C -0.99 4.84 3.42
C -0.91 5.88 4.35
C -0.86 7.19 3.91
C -0.88 7.48 2.56
C -0.95 6.44 1.63
C -1.00 5.13 2.07
H -1.03 3.82 3.76
H -0.90 5.66 5.41
H -0.80 8.00 4.63
H -0.84 8.50 2.22
H -0.97 6.67 0.57
H -1.05 4.32 1.35
C 6.14 5.61 0.73
C 4.80 5.98 0.74
C 4.18 6.32 1.93
C 4.90 6.29 3.12
C 6.24 5.92 3.11
C 6.86 5.58 1.91
H 6.62 5.35 -0.20
H 4.24 6.01 -0.19
H 3.14 6.61 1.94
H 4.42 6.56 4.05
H 6.81 5.91 4.03
H 7.90 5.30 1.91
C -3.57 -8.86 -5.04
C -4.51 -8.35 -5.93
C -4.26 -7.15 -6.59
C -3.08 -6.47 -6.36
C -2.14 -6.98 -5.48
C -2.38 -8.18 -4.81
H -3.76 -9.79 -4.53
H -5.43 -8.88 -6.11
H -4.99 -6.75 -7.28
H -2.88 -5.54 -6.89
H -1.20 -6.46 -5.31
H -1.65 -8.58 -4.12
```

Properties
HOMO energy = -10.70 eV
LUMO level = -3.65 eV
Net charge = +1
M = 471.60 g/mol

***

ORCA calculation (ωB97M-V/def2-TZVPD) on a molecular structure, C31H36OsSb.

```
69
Properties=species:S:1:pos:R:3
Os -0.36 0.82 -0.20
C 0.19 2.09 1.39
C 1.14 2.32 0.32
C 1.98 1.19 0.26
C 1.65 0.28 1.37
C 0.59 0.82 2.06
C -0.04 0.33 3.32
C 2.41 -0.97 1.66
C 3.11 1.00 -0.68
C 1.29 3.60 -0.45
C -0.71 3.12 1.99
H 0.43 0.85 4.16
H 0.10 -0.73 3.47
H -1.11 0.56 3.36
H 3.36 -0.71 2.14
H 2.65 -1.52 0.75
H 1.87 -1.62 2.34
H 4.01 1.35 -0.18
H 2.99 1.58 -1.59
H 3.27 -0.05 -0.93
H 2.05 4.23 0.02
H 0.36 4.17 -0.46
H 1.60 3.43 -1.48
H -1.50 2.67 2.58
H -1.15 3.76 1.23
H -0.10 3.76 2.64
C -2.29 2.41 -2.35
C -3.73 2.00 -2.19
C -4.68 2.59 -3.01
C -6.03 2.27 -2.92
C -6.45 1.33 -1.99
C -5.53 0.72 -1.17
C -4.17 1.05 -1.26
Sb -2.92 0.09 0.10
C -3.55 0.37 2.05
C -3.34 -0.70 2.93
C -3.73 -0.60 4.25
C -4.32 0.58 4.69
C -4.49 1.65 3.83
C -4.11 1.58 2.48
C -4.31 2.79 1.61
C -3.45 -1.94 -0.47
C -2.74 -2.45 -1.51
C -3.02 -3.74 -2.09
C -4.05 -4.55 -1.59
C -4.80 -4.07 -0.56
C -4.56 -2.76 0.01
C -5.50 -2.34 1.06
H -2.17 3.14 -3.15
H -1.65 1.56 -2.63
H -1.88 2.88 -1.44
H -4.36 3.33 -3.74
H -6.74 2.76 -3.57
H -7.50 1.08 -1.92
H -5.88 0.01 -0.43
H -2.88 -1.62 2.59
H -3.58 -1.43 4.93
H -4.64 0.68 5.72
H -4.94 2.56 4.19
H -4.26 3.69 2.21
H -5.29 2.78 1.12
H -3.56 2.88 0.82
H -1.92 -1.90 -1.97
H -2.42 -4.08 -2.92
H -4.24 -5.52 -2.03
H -5.62 -4.64 -0.15
H -6.51 -2.72 0.84
H -5.53 -1.28 1.25
H -5.21 -2.84 1.99
```

Properties
2S+1 = 5
HOMO energy (alpha / beta) = -16.90 / -17.05 eV
LUMO level (alpha / beta) = -10.76 / -12.32 eV
Net charge = +3
M = 720.62 g/mol

***

ORCA calculation (ωB97M-V/def2-TZVPD) on a molecular structure, C31H36P4PdS2.

```
74
Properties=species:S:1:pos:R:3
Pd 0.05 -2.12 -0.08
S 2.55 -1.47 -0.77
P 1.61 0.31 -0.64
C 0.01 -0.12 -0.37
P -1.59 0.33 -0.59
S -2.67 -1.35 -0.59
C -1.85 1.27 -2.12
C -1.18 0.85 -3.27
C -1.39 1.49 -4.47
C -2.27 2.56 -4.55
C -2.96 2.97 -3.42
C -2.75 2.33 -2.21
C -2.13 1.47 0.74
C -2.95 1.03 1.77
C -3.19 1.83 2.87
C -2.61 3.09 2.96
C -1.80 3.55 1.92
C -1.56 2.74 0.83
C 1.88 1.36 -2.09
C 2.34 0.81 -3.28
C 2.44 1.60 -4.42
C 2.08 2.94 -4.37
C 1.63 3.50 -3.18
C 1.54 2.71 -2.04
C 2.32 1.30 0.72
C 1.59 1.41 1.90
C 2.11 2.13 2.97
C 3.35 2.74 2.87
C 4.07 2.64 1.69
C 3.56 1.92 0.62
H -0.50 0.01 -3.19
H -0.85 1.16 -5.36
H -2.42 3.06 -5.50
H -3.65 3.80 -3.48
H -3.30 2.65 -1.33
H -3.41 0.05 1.68
H -3.83 1.48 3.67
H -2.80 3.72 3.82
H -1.34 4.53 1.98
H -0.91 3.10 0.03
H 2.61 -0.23 -3.31
H 2.80 1.17 -5.34
H 2.15 3.55 -5.26
H 1.35 4.54 -3.14
H 1.21 3.15 -1.11
H 0.61 0.95 1.95
H 1.53 2.22 3.89
H 3.75 3.30 3.70
H 5.04 3.12 1.60
H 4.13 1.85 -0.30
C -1.03 -1.38 3.54
P -0.12 -2.32 2.26
C 1.56 -2.39 2.98
C -0.77 -4.03 2.55
C -0.08 -5.03 1.63
P -0.16 -4.44 -0.12
C -1.81 -4.97 -0.67
C 0.94 -5.60 -0.98
H -0.85 -1.80 4.53
H -2.10 -1.42 3.32
H -0.72 -0.34 3.52
H 1.56 -2.82 3.98
H 1.96 -1.38 3.01
H 2.21 -2.97 2.32
H -1.84 -3.99 2.35
H -0.64 -4.31 3.60
H -0.52 -6.03 1.72
H 0.98 -5.11 1.88
H -2.00 -6.01 -0.41
H -1.89 -4.83 -1.75
H -2.57 -4.33 -0.20
H 0.65 -6.63 -0.75
H 1.97 -5.44 -0.66
H 0.88 -5.44 -2.05
```

Properties
HOMO energy = -6.37 eV
LUMO level = -0.01 eV
Net charge = 0
ΔE to the lowest compared entry with this formula, charge and spin = 0.095 eV
M = 703.08 g/mol